1.
ORCA calculation (ωB97M-V with the def2-TZVPD basis set) on C29H38N4O2P2Pd as an isolated structure at a distorted geometry.

Positions of all 76 atoms, in Å:
Pd 0.138792 1.614544 -3.023413
C -1.559468 1.603295 -6.171187
C -1.545065 0.265905 -6.063501
C -0.780840 -0.650636 -7.025249
C 0.633457 -0.177852 -7.422735
C 1.425721 0.474776 -6.259738
C 1.187813 1.706074 -5.736519
C 0.534722 2.821088 -6.520094
C -0.766940 2.302472 -7.215831
C 1.107758 1.145250 -0.897206
H -2.167517 2.272351 -5.568674
H -2.335931 -0.241195 -5.499367
H -1.374735 -0.779682 -7.953125
H -0.712102 -1.677597 -6.602734
H 1.246391 -1.000583 -7.849272
H 0.556433 0.492334 -8.307411
H 2.354645 -0.094541 -5.990945
H 1.645938 1.943749 -4.749769
H 1.208882 3.320305 -7.255377
H 0.168960 3.612144 -5.845165
H -1.322685 3.137888 -7.676346
H -0.501750 1.701588 -8.100380
H 0.419031 1.836197 -0.380523
H 2.111129 1.391767 -0.427617
H 0.876453 0.125702 -0.602607
P 1.515874 -0.332920 -2.661929
P -1.676559 -0.528454 -2.099317
N 2.998847 0.597213 -2.995584
N 2.277544 -1.678154 -1.633366
N -2.893992 0.553856 -2.744657
N -3.010832 -1.575220 -1.600449
C 0.688453 -1.360910 -3.965196
C -0.746798 -1.720968 -3.564382
C 2.967860 1.984706 -2.685023
C 3.969854 2.657546 -3.357229
C 4.683773 1.675854 -4.105516
C 4.099286 0.407654 -3.837168
C 3.093118 -1.424872 -0.502960
C 3.927048 -2.520530 -0.260026
C 3.665662 -3.474970 -1.309757
C 2.706562 -2.913770 -2.142700
C -2.949800 1.954357 -2.495340
C -3.754216 2.528272 -3.482606
C -4.123168 1.497787 -4.397585
C -3.690704 0.271477 -3.855360
C -4.299370 -1.931624 -1.998238
C -4.738101 -2.988260 -1.170843
C -3.713424 -3.250674 -0.225840
C -2.701744 -2.349080 -0.485419
H 1.266350 -2.280824 -4.131382
H 0.700382 -0.838134 -4.945103
H -1.423777 -1.624057 -4.423941
H -0.804790 -2.727222 -3.096226
H 2.247504 2.471880 -2.017391
H 4.161113 3.740024 -3.268240
H 5.484936 1.906456 -4.798419
H 4.356379 -0.604131 -4.117954
H 2.963545 -0.518342 0.079908
H 4.620963 -2.685467 0.574649
H 4.117537 -4.488560 -1.371351
H 2.273367 -3.297689 -3.040937
H -2.555645 2.371097 -1.564892
H -3.949870 3.603605 -3.559757
H -4.495830 1.670645 -5.391572
H -3.915349 -0.756219 -4.154800
H -4.836104 -1.418318 -2.770270
H -5.679162 -3.543343 -1.209626
H -3.680946 -4.017785 0.536909
H -1.817346 -2.089061 0.078411
C -2.520618 0.237167 2.013190
C -1.734643 0.160807 0.698220
O -0.691761 -0.524755 0.693640
O -2.272108 0.627326 -0.406325
H -2.103403 -0.457699 2.756260
H -3.571243 0.028556 1.804274
H -2.490046 1.256282 2.412299

Atomic forces in eV per Å
Pd 0.1 -0.7 0.8
C -0.3 -0.7 -0.6
C -0.7 -0.1 -1.0
C -0.1 -0.3 0.2
C 1.4 0.4 -0.9
C 0.5 0.5 -1.0
C 1.2 -0.7 -0.7
C -1.5 0.4 0.1
C 0.9 0.9 -0.9
C 0.3 0.8 2.2
H -0.1 -0.4 0.2
H 0.7 0.4 0.0
H 0.2 0.1 0.4
H -0.1 0.6 -0.1
H -0.5 0.1 0.6
H 0.3 -0.5 0.8
H -1.2 0.3 0.5
H 0.2 0.2 -1.0
H -0.2 -0.6 0.6
H 0.4 -0.1 0.0
H 0.1 -0.1 0.6
H -0.5 0.3 0.8
H -0.2 -0.3 -0.3
H -0.8 -0.1 -1.0
H -0.4 0.4 0.7
P 0.4 -1.6 0.8
P -1.5 2.2 -0.3
N 0.9 0.6 -0.8
N 0.5 1.3 -0.6
N 0.3 0.5 -0.8
N 0.1 -2.1 0.9
C 0.8 -0.6 -0.9
C -0.8 0.1 1.0
C -0.5 0.1 -0.2
C 1.5 -0.9 -1.3
C -0.6 1.4 0.6
C -1.7 0.6 1.1
C 0.3 -0.8 0.3
C -1.1 0.7 -0.7
C -0.5 0.3 -0.2
C 0.6 -0.5 0.7
C -0.5 0.1 -1.1
C 1.5 -0.4 0.6
C 0.4 -1.2 1.1
C 0.0 1.9 -0.8
C 1.4 0.1 0.7
C 0.8 -1.3 1.8
C -2.2 -0.6 -1.0
C 0.1 0.9 -1.1
H -0.4 0.1 -0.1
H -0.2 -0.1 1.1
H 0.2 -0.2 0.4
H -0.1 0.6 -0.2
H 0.6 -0.7 -0.4
H 0.0 -0.9 -0.2
H 0.1 -0.4 0.3
H 0.1 0.1 -0.2
H 0.0 -0.3 -0.2
H -0.5 0.4 -0.5
H -0.5 1.0 -0.2
H 0.0 -0.3 -0.1
H -0.1 -0.2 -0.7
H -0.1 -0.7 0.0
H -0.8 -0.3 0.1
H 0.6 0.7 -0.3
H -0.1 0.0 0.0
H 0.3 0.5 -0.2
H -0.2 0.2 0.0
H 0.3 -0.4 0.0
C 0.0 0.7 -0.4
C 0.9 -1.5 0.2
O -1.1 0.6 -0.1
O 0.8 -0.8 1.3
H -0.1 0.3 -0.5
H 0.0 -0.1 0.1
H 0.0 -0.1 0.0

- net charge = +2
- energy above the lowest of the compared OMol25 structures with the same formula, charge and spin (kJ/mol) = 281.7
- multiplicity = 5
- <S²> = 6.047
- LUMO energy (alpha / beta) (eV) = -5.907 / -9.043

2.
ORCA calculation (ωB97M-V with the def2-TZVPD basis set) on one molecule with the formula C2H6N2OS2 at a distorted geometry.

Positions of all 13 atoms, in Å:
C -1.565503 0.800877 1.298482
S -1.594762 -0.186076 -0.241476
C 0.159628 -0.409704 -0.594698
N 1.019421 -0.868880 0.206959
O 0.400771 -1.292444 1.391325
N 0.512744 -0.048321 -1.883464
S 1.973695 -0.455148 -2.544044
H -0.824056 1.594231 1.245024
H -2.593061 1.274663 1.303558
H -1.360285 0.188968 2.173723
H 1.123459 -1.773735 1.865251
H -0.075107 0.680152 -2.268135
H 2.823055 0.495417 -1.952506

Atomic forces in eV per Å
C -1.0 0.4 -0.4
S 0.6 0.2 0.0
C -1.0 0.4 0.0
N 0.2 -0.3 0.4
O 1.1 -0.7 0.8
N -0.8 0.2 0.4
S 1.3 0.8 -0.1
H 0.0 0.0 -0.1
H 1.2 -0.6 0.3
H -0.3 0.0 -0.1
H -0.8 0.7 -0.7
H 0.3 -0.2 -0.2
H -0.8 -0.8 -0.4

- energy above the lowest of the compared OMol25 structures with the same formula, charge and spin (kJ/mol) = 186.7
- multiplicity = 1
- LUMO energy (eV) = 0.721

3.
ORCA calculation (ωB97M-V with the def2-TZVPD basis set) on C10H7NO4Rh as an isolated structure at a distorted geometry.

Positions of all 23 atoms, in Å:
O 0.523911 3.543346 0.790645
C -0.258786 3.351336 -0.040580
Rh -1.553705 3.244949 -1.429569
O 0.305133 4.694200 -3.430938
C -0.447840 4.216022 -2.698894
C -2.958653 2.609364 -0.228614
O -3.655366 2.079929 0.524219
C -1.567210 1.646361 -2.462458
O -1.622848 0.741334 -3.183837
N -0.000260 0.082723 0.018996
C 0.469618 -1.084943 0.522207
C -0.197647 -1.727749 1.594207
C 0.313927 -2.909411 2.120231
C 1.484032 -3.470915 1.589534
C 2.142646 -2.850965 0.515908
C 1.644405 -1.665273 -0.019003
H -0.865230 0.475411 0.364253
H 0.478498 0.555136 -0.736715
H -1.109033 -1.276776 1.991809
H -0.201293 -3.391256 2.950026
H 1.879211 -4.393976 2.008375
H 3.049858 -3.293957 0.098824
H 2.146633 -1.174888 -0.858628

Atomic forces in eV per Å
O -2.8 -0.7 -2.9
C 4.4 0.6 4.1
Rh -1.5 1.3 -0.1
O -2.9 -1.9 2.8
C 3.7 3.2 -4.2
C -4.0 -1.8 3.4
O 2.4 1.7 -2.5
C 0.2 -4.9 -3.6
O 0.1 3.2 2.6
N 0.6 -1.8 0.7
C -0.6 1.7 -0.8
C -1.0 1.3 -0.3
C 0.8 -1.4 0.5
C 0.1 -0.2 0.1
C 0.5 -1.5 0.8
C -0.1 1.3 -0.9
H -0.1 0.1 0.1
H 0.1 0.1 -0.1
H 0.1 -0.2 0.1
H 0.1 0.0 -0.1
H 0.0 0.1 0.0
H -0.2 0.1 0.1
H 0.0 -0.2 0.2

- net charge = +3
- energy above the lowest of the compared OMol25 structures with the same formula, charge and spin (kJ/mol) = 0.0
- multiplicity = 5
- <S²> = 6.021
- LUMO energy (alpha / beta) (eV) = -12.084 / -16.408